# 1
A cluster of 2 separate species, C3H3N3OS in total at a distorted geometry, computed with ωB97M-V with the def2-TZVPD basis set.

Properties
Gap between HOMO and LUMO (spin up / spin down): 7.53 / 7.54 eV
Maximum force: 0.101 hartree/bohr
ΔE to the lowest compared entry with this formula, charge and spin: 361.0 kJ/mol
Structure (SMILES): N#C/C(O)=[NH+]\[S-].C#N
HOMO energy (spin up / spin down): -8.05 / -8.06 eV

Geometry as ORCA input:
```
! RIJCOSX wB97M-V def2-TZVPD def2/J DEFGRID3
* xyz 0 1
N -0.83 0.68 -2.10
C -0.29 0.07 -1.28
C 0.32 -0.82 -0.33
O -0.30 -1.46 0.68
N 1.61 -1.01 -0.57
S 2.63 -0.51 -1.76
H -0.60 -0.68 1.23
H 2.09 -1.63 0.11
C -1.52 1.86 1.37
N -1.21 0.77 1.59
H -1.90 2.73 1.07
*
```

Let us look at the Löwdin charges, expressed in e, one per atom: 0.189 -0.207 -0.445 0.041 -0.475 0.508 0.018 0.118 0.085 0.130 0.040

# 2
A structure of composition C37H73Br3IN2O16P2S at a distorted geometry, computed with ωB97M-V with the def2-TZVPD basis set.

Properties
Gap between HOMO and LUMO: 8.25 eV
Maximum force: 0.140 hartree/bohr
ΔE to the lowest compared entry with this formula, charge and spin: 177.6 kJ/mol
HOMO energy: -11.02 eV

Geometry as ORCA input:
```
! RIJCOSX wB97M-V def2-TZVPD def2/J DEFGRID3
* xyz 1 1
C -3.83 -0.76 -7.00
C -3.89 -0.74 -5.44
C -2.60 -1.34 -4.87
C -2.45 -1.57 -3.33
C -1.94 -3.04 -3.29
O -0.68 -3.11 -3.92
C -0.57 -4.15 -4.88
C 0.90 -4.15 -5.34
O 1.21 -3.01 -6.10
C 1.37 -3.25 -7.49
C 2.63 -2.59 -8.07
C -3.72 -1.36 -2.49
C -3.99 -2.34 -1.33
C -4.88 -3.54 -1.77
N -4.08 0.09 -2.23
N -5.43 0.09 -1.74
C -3.09 0.94 -1.54
C -2.82 0.43 -0.08
C -3.88 0.63 1.00
O -3.67 1.34 1.95
O -5.04 -0.12 1.04
C -3.39 2.46 -1.37
Br -2.50 3.46 0.04
C -4.24 3.23 -2.09
C -5.14 2.74 -3.21
Br -4.48 5.10 -1.77
C -1.76 0.83 -2.42
Br -2.02 1.79 -4.16
C -0.51 1.59 -1.84
C -0.06 2.92 -2.51
O -0.48 4.00 -2.30
I 1.64 2.79 -3.89
C -1.32 -0.64 -2.68
C -0.56 -1.29 -1.49
C 0.90 -1.70 -1.84
C 1.66 -1.77 -0.49
S 3.43 -2.09 -0.71
O 3.86 -3.17 0.12
O 3.66 -2.39 -2.09
O 4.17 -0.71 -0.25
H -4.33 0.14 -7.37
H -4.28 -1.66 -7.40
H -2.77 -0.70 -7.27
H -4.75 -1.36 -5.16
H -4.13 0.29 -5.15
H -1.77 -0.70 -5.20
H -2.43 -2.25 -5.46
H -2.65 -3.64 -3.88
H -1.87 -3.49 -2.30
H -0.84 -5.13 -4.46
H -1.16 -3.95 -5.79
H 1.50 -4.10 -4.42
H 1.14 -5.11 -5.81
H 1.37 -4.31 -7.77
H 0.50 -2.79 -8.00
H 2.37 -2.00 -8.96
H 3.37 -3.32 -8.40
H 3.11 -1.90 -7.37
H -4.53 -1.67 -3.16
H -4.54 -1.88 -0.50
H -3.07 -2.70 -0.85
H -5.91 -3.21 -1.61
H -4.72 -3.84 -2.81
H -4.73 -4.35 -1.06
H -4.16 0.44 -3.20
H -6.06 0.13 -2.54
H -5.62 0.91 -1.18
H -2.57 -0.64 -0.06
H -1.92 0.89 0.34
H -5.79 0.46 1.24
H -4.66 2.19 -4.02
H -6.02 2.20 -2.84
H -5.57 3.61 -3.70
H -0.51 1.78 -0.76
H 0.36 0.96 -2.02
H -0.57 -0.55 -3.48
H -1.02 -2.17 -1.04
H -0.44 -0.60 -0.64
H 0.96 -2.71 -2.24
H 1.37 -1.01 -2.54
H 1.25 -2.62 0.05
H 1.55 -0.85 0.09
H 3.48 -0.04 -0.35
O -1.98 1.29 9.10
P -2.94 0.72 8.11
O -3.31 2.01 7.17
C -2.28 2.86 6.68
C -1.54 2.24 5.51
O -4.28 0.62 9.06
C -4.15 0.25 10.44
C -4.42 1.45 11.33
O -3.55 -0.40 7.09
C -4.87 -0.24 6.55
C -4.78 -0.16 5.05
H -1.59 3.12 7.48
H -2.76 3.78 6.36
H -1.11 1.27 5.79
H -0.73 2.89 5.18
H -2.21 2.07 4.67
H -3.17 -0.17 10.65
H -4.89 -0.53 10.64
H -3.74 2.27 11.10
H -4.32 1.19 12.38
H -5.43 1.83 11.16
H -5.37 0.63 6.95
H -5.44 -1.12 6.85
H -4.18 0.70 4.74
H -5.78 -0.05 4.61
H -4.31 -1.05 4.64
O 6.77 1.56 2.13
P 8.23 1.68 2.46
O 8.78 2.75 1.34
C 8.05 3.95 1.09
C 8.28 4.98 2.17
O 8.75 0.25 1.81
C 7.94 -0.92 1.92
C 7.37 -1.28 0.56
O 9.54 1.76 3.41
C 10.86 1.62 2.86
C 11.65 2.88 3.13
H 6.99 3.75 0.97
H 8.41 4.33 0.13
H 8.01 4.59 3.15
H 7.70 5.88 1.98
H 9.34 5.26 2.22
H 7.15 -0.79 2.65
H 8.59 -1.73 2.27
H 6.78 -0.47 0.15
H 6.74 -2.17 0.63
H 8.18 -1.48 -0.15
H 10.83 1.41 1.79
H 11.32 0.77 3.35
H 11.17 3.75 2.66
H 12.66 2.79 2.72
H 11.71 3.08 4.20
*
```

These are the Löwdin partial charges, in e, on atoms 1 to 99: -0.065 -0.266 -0.158 -0.259 -0.160 -0.141 -0.162 -0.188 -0.132 -0.263 -0.064 -0.172 -0.190 -0.054 -0.029 0.150 -0.312 -0.052 -0.476 0.087 0.070 -0.563 0.911 -0.740 -0.157 0.798 -0.492 1.015 -0.230 -0.891 -0.034 0.815 -0.205 -0.149 -0.182 -0.209 0.607 -0.268 -0.272 -0.146 0.075 0.080 0.077 0.108 0.043 0.088 0.111 0.133 0.125 0.138 0.130 0.131 0.129 0.114 0.110 0.070 0.071 0.078 0.131 0.092 0.094 0.084 0.074 0.088 0.105 0.124 0.102 0.119 0.089 0.130 0.021 0.074 0.068 0.088 0.067 0.133 0.110 0.093 0.107 0.120 0.118 0.100 0.076 -0.207 0.602 -0.211 -0.283 -0.074 -0.236 -0.287 -0.076 -0.222 -0.271 -0.073 0.109 0.120 0.076 0.078 0.059

# 3
An isolated molecule of C3H10N2 at a distorted geometry, computed with ωB97M-V with the def2-TZVPD basis set.

Properties
Gap between HOMO and LUMO: 10.29 eV
Maximum force: 0.038 hartree/bohr
ΔE to the lowest compared entry with this formula, charge and spin: 48.5 kJ/mol
Structure (SMILES): NCCCN
HOMO energy: -9.18 eV

Geometry as ORCA input:
```
! RIJCOSX wB97M-V def2-TZVPD def2/J DEFGRID3
* xyz 0 1
N -0.09 1.17 -2.02
C -1.00 0.64 -0.98
C -0.35 0.35 0.35
C 0.38 -0.98 0.50
N 0.62 -1.23 1.93
H 0.74 0.59 -2.05
H 0.21 2.11 -1.76
H -1.81 1.36 -0.90
H -1.44 -0.27 -1.37
H -1.04 0.50 1.18
H 0.29 1.19 0.70
H -0.23 -1.76 0.06
H 1.35 -0.88 0.02
H 0.96 -2.17 2.11
H 1.39 -0.63 2.24
*
```

Let us look at the Löwdin charges, expressed in e, one per atom: -0.019 -0.291 -0.246 -0.295 -0.023 0.053 0.061 0.105 0.102 0.102 0.113 0.112 0.101 0.061 0.063

# 4
A cluster of 9 separate species, C22H59N3O15S2 in total at a distorted geometry, computed with ωB97M-V with the def2-TZVPD basis set.

Properties
Gap between HOMO and LUMO: 6.34 eV
Maximum force: 0.075 hartree/bohr
HOMO energy: -2.87 eV

Geometry as ORCA input:
```
! RIJCOSX wB97M-V def2-TZVPD def2/J DEFGRID3
* xyz -2 1
O -2.03 3.59 -0.09
H -1.32 2.87 -0.21
H -2.72 3.58 -0.76
H -2.44 3.54 0.89
O -2.27 1.08 -2.93
H -1.62 1.28 -2.15
H -2.69 0.09 -2.86
H -3.01 1.70 -2.80
O -2.23 -0.22 0.70
H -3.05 -0.64 0.18
H -2.61 0.24 1.54
H -1.75 0.48 0.16
O -0.87 1.39 -0.80
H 0.04 1.16 -0.65
S -4.64 -1.25 -2.04
O -4.09 -1.26 -0.66
O -3.49 -1.03 -3.01
O -5.23 -2.54 -2.31
O -5.59 -0.16 -2.29
S -3.82 2.32 2.47
O -2.73 3.29 2.21
O -4.60 2.21 1.23
O -3.26 0.99 2.81
O -4.66 2.78 3.58
C -1.93 -0.16 5.95
C -2.86 -1.32 5.53
C -3.30 -2.20 6.70
O -3.91 -1.41 7.72
C -3.98 -2.19 8.90
N -4.09 -0.72 4.94
H -1.78 0.56 5.14
H -0.89 -0.41 6.18
H -2.33 0.38 6.81
H -2.43 -1.89 4.70
H -2.45 -2.79 7.04
H -4.09 -2.84 6.31
H -4.41 -1.57 9.69
H -2.99 -2.51 9.24
H -4.63 -3.06 8.74
H -3.72 0.02 4.32
H -4.54 -0.27 5.73
C -0.22 -4.73 -2.35
C -0.06 -3.20 -2.24
C 1.33 -2.88 -1.71
C 2.45 -3.07 -2.70
C 2.15 -2.21 -3.95
C 0.71 -2.29 -4.55
N -0.27 -2.45 -3.47
O -1.55 -2.67 -4.00
C 0.40 -1.02 -5.36
C 0.72 -3.53 -5.46
C -1.09 -2.68 -1.24
H -0.01 -5.24 -1.41
H 0.33 -5.19 -3.17
H -1.26 -5.00 -2.57
H 1.25 -1.88 -1.26
H 1.54 -3.36 -0.74
H 2.56 -4.09 -3.06
H 3.37 -2.66 -2.28
H 2.91 -2.54 -4.66
H 2.34 -1.17 -3.67
H 1.27 -0.36 -5.44
H 0.05 -1.27 -6.36
H -0.35 -0.45 -4.82
H -0.19 -3.53 -6.07
H 1.55 -3.40 -6.16
H 0.75 -4.52 -5.02
H -2.07 -3.13 -1.36
H -1.19 -1.59 -1.29
H -0.78 -2.91 -0.21
H -2.11 -1.98 -3.56
C 3.41 0.37 -1.37
C 3.94 1.51 -0.50
C 4.94 2.27 -1.37
C 5.33 3.62 -0.89
C 4.04 4.45 -0.80
C 3.05 3.81 0.19
N 2.82 2.41 -0.23
O 1.76 1.82 0.51
C 3.57 3.94 1.62
C 1.74 4.61 0.09
C 4.69 0.89 0.72
H 2.94 0.66 -2.31
H 2.81 -0.35 -0.82
H 4.25 -0.30 -1.61
H 5.78 1.62 -1.63
H 4.46 2.43 -2.35
H 5.97 4.15 -1.60
H 5.99 3.49 -0.02
H 3.62 4.38 -1.81
H 4.18 5.51 -0.61
H 3.68 4.97 1.95
H 3.00 3.36 2.35
H 4.56 3.49 1.71
H 1.74 5.33 0.91
H 1.68 5.23 -0.80
H 0.81 4.04 0.08
H 4.33 1.40 1.61
H 5.76 1.08 0.61
H 4.63 -0.19 0.75
H 1.02 1.92 -0.11
*
```

These are the Löwdin partial charges, in e, on atoms 1 to 99: 0.136 0.081 0.126 0.024 0.128 0.061 0.038 0.132 0.093 0.074 0.074 0.052 -0.294 -0.023 0.284 -0.356 -0.394 -0.356 -0.379 0.268 -0.362 -0.380 -0.403 -0.383 -0.071 -0.402 -0.222 -0.193 -0.133 0.046 0.068 0.062 0.070 0.134 0.115 0.121 0.080 0.079 0.083 0.021 0.060 -0.030 -0.504 -0.165 -0.169 -0.132 -0.488 -0.118 -0.011 -0.010 -0.048 -0.024 0.080 0.052 0.083 0.105 0.120 0.106 0.094 0.105 0.088 0.069 0.074 0.078 0.077 0.075 0.061 0.091 0.072 0.095 0.055 -0.049 -0.496 -0.182 -0.202 -0.134 -0.488 -0.093 -0.003 -0.040 -0.008 -0.004 0.084 0.073 0.085 0.123 0.120 0.109 0.107 0.118 0.120 0.082 0.092 0.060 0.081 0.080 0.065 0.065 0.073